<a>
The following is a quantum chemistry calculation of a structure of composition C42H42FI2N3O3PSSc, from the OMol25 dataset.

Results
**E_LUMO**: -0.0021 Eh
**HOMO-LUMO gap**: 5.74 eV
**M**: 1017.62 g/mol

Cartesian coordinates (Å):
Sc (-0.2028, 0.0161, 0.2401)
C (7.3696, -0.2527, -0.1169)
C (6.9370, 0.5145, 1.1198)
C (7.5751, 1.8894, 1.1581)
C (7.1981, 2.6189, 2.4319)
C (5.7002, 2.6848, 2.5621)
C (5.0961, 3.6789, 3.2889)
C (3.7060, 3.7391, 3.3778)
F (3.1612, 4.7231, 4.1203)
C (2.9043, 2.8519, 2.7332)
C (3.4990, 1.8317, 1.9795)
C (2.6325, 0.8860, 1.2607)
O (1.4025, 1.1152, 1.2247)
C (3.2847, -0.2160, 0.6434)
C (4.6515, -0.2491, 0.6515)
N (5.4544, 0.6707, 1.1949)
C (4.8865, 1.7292, 1.9129)
C (2.5928, -1.3783, -0.0363)
O (3.2734, -2.2993, -0.4549)
O (1.3116, -1.2815, -0.1086)
H (8.4525, -0.1628, -0.2058)
H (6.9137, 0.1663, -1.0167)
H (7.1347, -1.3146, -0.0749)
H (7.2458, -0.0351, 2.0145)
H (7.2376, 2.4562, 0.2830)
H (8.6559, 1.7715, 1.0826)
H (7.6081, 3.6291, 2.4435)
H (7.6236, 2.0938, 3.2929)
H (5.6952, 4.4260, 3.7972)
H (1.8278, 2.9163, 2.7915)
H (5.1181, -1.0881, 0.1568)
I (-1.3623, -3.0051, 0.7032)
C (-1.1775, -3.5108, -1.3475)
I (-0.4961, -2.0681, -2.7222)
H (-2.1714, -3.7884, -1.6690)
H (-0.4884, -4.3422, -1.3952)
S (-0.7908, -0.4076, 3.0043)
C (-1.5568, 0.7043, 3.9794)
N (-2.0322, 0.3232, 5.1965)
C (-2.6689, 1.1301, 6.0847)
C (-2.8906, 2.4304, 5.7865)
C (-2.4444, 2.8953, 4.5227)
C (-1.8077, 2.0748, 3.6528)
H (-1.8766, -0.6498, 5.4245)
H (-2.9780, 0.6632, 7.0080)
H (-3.4024, 3.0708, 6.4880)
H (-2.6225, 3.9269, 4.2411)
H (-1.4937, 2.4124, 2.6768)
C (-3.8574, 1.8616, -0.8890)
C (-3.3884, 0.4842, -0.3879)
C (-3.9863, 0.2906, 1.0108)
C (-3.9785, -0.5901, -1.3152)
N (-1.9480, 0.3832, -0.3370)
H (-4.9506, 1.9516, -0.8721)
H (-3.5218, 2.0457, -1.9143)
H (-3.4373, 2.6428, -0.2484)
H (-5.0837, 0.3053, 0.9947)
H (-3.6372, 1.0924, 1.6702)
H (-3.6530, -0.6631, 1.4274)
H (-5.0560, -0.4568, -1.4717)
H (-3.8178, -1.5850, -0.8880)
H (-3.4844, -0.5574, -2.2897)
C (4.6200, 3.3647, -1.6511)
C (3.9983, 2.5237, -2.5699)
C (2.6322, 2.2958, -2.4941)
C (1.8470, 2.9075, -1.5109)
C (2.4834, 3.7495, -0.6031)
C (3.8556, 3.9770, -0.6690)
P (0.0999, 2.3046, -1.2926)
C (-0.6838, 3.7196, -0.4311)
C (-1.5130, 4.6379, -1.0667)
C (-2.0765, 5.6950, -0.3614)
C (-1.8135, 5.8548, 0.9912)
C (-0.9992, 4.9336, 1.6401)
C (-0.4554, 3.8680, 0.9373)
C (-0.5350, 2.4025, -2.9940)
C (-0.1748, 3.4421, -3.8534)
C (-0.6504, 3.4735, -5.1551)
C (-1.4854, 2.4564, -5.6118)
C (-1.8451, 1.4200, -4.7629)
C (-1.3756, 1.3934, -3.4523)
H (5.6871, 3.5460, -1.7105)
H (4.5782, 2.0432, -3.3489)
H (2.1697, 1.6209, -3.2075)
H (1.9078, 4.2447, 0.1700)
H (4.3216, 4.6385, 0.0536)
H (-1.7458, 4.5223, -2.1174)
H (-2.7226, 6.3960, -0.8750)
H (-2.2457, 6.6844, 1.5370)
H (-0.7868, 5.0475, 2.6982)
H (0.1554, 3.1329, 1.4484)
H (0.4928, 4.2225, -3.5050)
H (-0.3669, 4.2852, -5.8142)
H (-1.8548, 2.4798, -6.6303)
H (-2.4946, 0.6270, -5.1138)
H (-1.6769, 0.6212, -2.7507)

<b>
The following is a quantum chemistry calculation of a structure of composition C42H42FI2N3O3PSSc, from the OMol25 dataset.

Results
**E_LUMO**: -0.0076 Eh
**HOMO-LUMO gap**: 5.80 eV
**M**: 1017.62 g/mol

Cartesian coordinates (Å):
Sc (0.1569, 0.7206, -0.4074)
C (5.6700, -4.3509, 1.4409)
C (4.8533, -4.4412, 0.1590)
C (4.3752, -5.8502, -0.1543)
C (3.3794, -6.3329, 0.8907)
C (2.2944, -5.3144, 1.1251)
C (1.0802, -5.6834, 1.6512)
C (0.0842, -4.7333, 1.8729)
F (-1.0850, -5.1564, 2.3877)
C (0.2590, -3.4156, 1.5785)
C (1.4815, -3.0160, 1.0229)
C (1.6597, -1.6155, 0.6374)
O (0.7575, -0.7859, 0.8903)
C (2.8911, -1.2870, -0.0015)
C (3.8452, -2.2555, -0.1372)
N (3.6920, -3.5306, 0.2318)
C (2.4942, -3.9532, 0.8022)
C (3.2108, 0.0701, -0.5610)
O (4.3717, 0.4016, -0.7534)
O (2.1813, 0.7976, -0.8412)
H (6.5184, -5.0345, 1.3924)
H (5.0675, -4.6079, 2.3131)
H (6.0521, -3.3406, 1.5883)
H (5.4508, -4.0767, -0.6771)
H (5.2450, -6.5076, -0.1813)
H (3.9200, -5.8671, -1.1467)
H (3.8968, -6.5395, 1.8315)
H (2.9252, -7.2732, 0.5769)
H (0.8802, -6.7197, 1.8948)
H (-0.5147, -2.6829, 1.7600)
H (4.7973, -1.9906, -0.5813)
I (0.1538, -0.0030, 4.1649)
C (1.2382, 1.7930, 4.0481)
I (1.5845, 2.5417, 2.1209)
H (2.2129, 1.5841, 4.4681)
H (0.7159, 2.5615, 4.6045)
S (-0.0496, 3.3442, -1.3399)
C (1.4617, 4.0542, -1.6926)
N (2.6168, 3.3520, -1.6287)
C (3.8446, 3.8467, -1.8920)
C (3.9981, 5.1463, -2.2624)
C (2.8330, 5.9325, -2.3648)
C (1.6019, 5.4082, -2.0932)
H (2.5408, 2.3464, -1.3661)
H (4.6513, 3.1345, -1.7813)
H (4.9785, 5.5447, -2.4722)
H (2.9140, 6.9703, -2.6633)
H (0.7019, 6.0002, -2.1735)
C (0.5887, -1.5609, -3.3277)
C (-0.6093, -0.6250, -3.1144)
C (-0.4183, 0.6169, -3.9945)
C (-1.8738, -1.3564, -3.5932)
N (-0.7079, -0.2652, -1.7168)
H (0.7148, -1.8362, -4.3811)
H (0.4544, -2.4760, -2.7437)
H (1.5048, -1.0690, -2.9891)
H (-0.4562, 0.3699, -5.0617)
H (0.5493, 1.0853, -3.7891)
H (-1.1957, 1.3521, -3.7769)
H (-1.7824, -1.7238, -4.6200)
H (-2.7354, -0.6843, -3.5546)
H (-2.0770, -2.2042, -2.9344)
C (-4.7363, 3.3495, -2.7381)
C (-4.1913, 2.0732, -2.8153)
C (-3.4690, 1.5546, -1.7536)
C (-3.2904, 2.3088, -0.5933)
C (-3.8421, 3.5817, -0.5166)
C (-4.5619, 4.1010, -1.5868)
P (-2.2932, 1.5236, 0.7428)
C (-2.4855, 2.6840, 2.1447)
C (-3.0756, 2.3499, 3.3596)
C (-3.0877, 3.2514, 4.4166)
C (-2.5036, 4.5008, 4.2753)
C (-1.8979, 4.8420, 3.0721)
C (-1.8808, 3.9384, 2.0213)
C (-3.3455, 0.0854, 1.1438)
C (-4.6716, 0.2160, 1.5576)
C (-5.4397, -0.9069, 1.8150)
C (-4.8933, -2.1757, 1.6485)
C (-3.5879, -2.3146, 1.2049)
C (-2.8166, -1.1863, 0.9478)
H (-5.2897, 3.7563, -3.5750)
H (-4.3194, 1.4780, -3.7110)
H (-2.9940, 0.5819, -1.8294)
H (-3.7299, 4.1796, 0.3776)
H (-4.9853, 5.0947, -1.5137)
H (-3.5192, 1.3733, 3.4958)
H (-3.5528, 2.9707, 5.3530)
H (-2.5153, 5.2036, 5.0989)
H (-1.4276, 5.8100, 2.9536)
H (-1.3802, 4.2042, 1.0960)
H (-5.1091, 1.2022, 1.6651)
H (-6.4682, -0.7963, 2.1340)
H (-5.4946, -3.0534, 1.8494)
H (-3.1697, -3.3007, 1.0438)
H (-1.8205, -1.2896, 0.5310)

What is the most stable structure shown above? It is <b>.